The following is a quantum chemistry calculation of an isolated molecule of C14H30BrClNO6P, from the OMol25 dataset.

CARTESIAN COORDINATES (ANGSTROEM)
C1 -1.121 -2.216 3.407
C2 0.284 -1.977 4.102
O1 1.371 -2.246 3.241
C3 1.399 -1.322 2.172
C4 2.751 -1.371 1.377
O2 2.466 -1.808 0.051
C5 2.635 -0.755 -0.897
O3 1.861 -0.923 -2.042
C6 0.467 -0.946 -1.803
O4 -0.129 -0.635 -3.060
C7 -0.094 -2.377 -1.439
C8 -1.374 -2.767 -2.237
C9 -2.016 -4.014 -1.544
N1 -2.958 -4.606 -2.536
C10 -0.068 0.129 -0.812
O5 0.036 1.399 -1.449
C11 0.110 2.465 -0.524
C12 -0.955 3.575 -0.837
C13 -1.130 4.521 0.415
C14 -0.875 6.014 0.089
Cl1 -2.154 6.723 -0.992
P1 1.897 3.112 -0.670
O6 2.072 3.970 0.784
Br1 2.003 4.537 -2.442
H1 -1.875 -2.610 4.107
H2 -0.963 -2.886 2.540
H3 -1.466 -1.237 3.014
H4 0.299 -2.640 4.986
H5 0.309 -0.916 4.436
H6 0.599 -1.623 1.457
H7 1.167 -0.273 2.488
H8 3.341 -2.185 1.851
H9 3.323 -0.428 1.430
H10 3.695 -0.815 -1.235
H11 2.544 0.256 -0.431
H12 0.582 -0.279 -3.601
H13 0.702 -3.144 -1.472
H14 -0.387 -2.302 -0.362
H15 -2.122 -1.953 -2.205
H16 -1.068 -3.038 -3.259
H17 -2.612 -3.676 -0.663
H18 -1.266 -4.775 -1.248
H19 -3.318 -5.488 -2.186
H20 -3.760 -3.985 -2.608
H21 -1.158 -0.082 -0.690
H22 0.371 0.087 0.202
H23 -0.090 2.131 0.515
H24 -1.956 3.133 -1.028
H25 -0.705 4.168 -1.735
H26 -0.396 4.222 1.188
H27 -2.144 4.389 0.843
H28 0.142 6.179 -0.311
H29 -0.913 6.571 1.048
H30 2.647 4.716 0.576

Results
* HOMO-LUMO gap: 9.12 eV
* net charge: 0
* LUMO: 0.230 eV
* HOMO energy: -8.892 eV


The following is a quantum chemistry calculation of a cluster of 6 separate species, C22H51ClO18S5 in total, from the OMol25 dataset.

CARTESIAN COORDINATES (ANGSTROEM)
C1 3.105 -1.114 1.577
C2 2.211 -0.373 0.535
C3 1.011 0.375 1.152
Cl1 0.336 1.430 -0.186
C4 -0.116 -0.560 1.758
C5 -0.677 0.022 3.099
C6 0.012 -2.108 1.656
O1 -1.128 -2.589 0.937
C7 -1.911 -1.539 0.539
O2 -2.934 -1.623 0.011
O3 -1.257 -0.397 0.855
H1 2.524 -1.703 2.313
H2 3.743 -0.427 2.159
H3 3.706 -1.851 1.013
H4 1.915 -1.024 -0.311
H5 2.860 0.399 0.074
H6 1.390 1.089 1.900
H7 -1.707 0.382 2.917
H8 -0.760 -0.788 3.849
H9 -0.102 0.898 3.470
H10 0.931 -2.566 1.275
H11 -0.211 -2.456 2.687
C8 0.784 6.487 -4.816
C9 -0.095 5.359 -5.323
O4 -0.199 4.293 -4.368
S1 -1.191 4.486 -3.125
C10 -1.210 2.803 -2.599
O5 -2.486 4.841 -3.620
O6 -0.533 5.274 -2.128
H12 0.317 7.002 -3.976
H13 0.960 7.218 -5.607
H14 1.743 6.102 -4.467
H15 -1.087 5.724 -5.598
H16 0.350 4.927 -6.219
H17 -1.657 2.195 -3.382
H18 -1.808 2.745 -1.692
H19 -0.191 2.489 -2.397
C11 -2.194 -3.478 -2.431
C12 -3.471 -3.344 -3.235
O7 -3.332 -3.883 -4.561
S2 -3.406 -5.469 -4.744
C13 -3.600 -5.474 -6.497
O8 -4.612 -5.949 -4.138
O9 -2.133 -6.034 -4.419
H20 -1.976 -4.523 -2.208
H21 -2.282 -2.943 -1.488
H22 -1.342 -3.082 -2.987
H23 -4.313 -3.811 -2.720
H24 -3.713 -2.288 -3.357
H25 -4.542 -4.992 -6.748
H26 -3.608 -6.512 -6.825
H27 -2.761 -4.946 -6.945
C14 3.635 4.218 7.730
C15 2.425 3.330 7.513
O10 1.578 3.826 6.464
S3 2.020 3.565 4.950
C16 0.481 3.988 4.197
O11 2.254 2.161 4.770
O12 2.993 4.543 4.576
H28 4.312 4.175 6.876
H29 4.186 3.902 8.617
H30 3.332 5.259 7.851
H31 2.722 2.299 7.309
H32 1.817 3.318 8.418
H33 -0.278 3.281 4.525
H34 0.612 3.927 3.118
H35 0.217 5.003 4.484
C17 -5.641 -0.815 -0.858
C18 -6.857 -1.383 -1.563
O13 -7.999 -0.515 -1.457
S4 -8.065 0.763 -2.414
C19 -9.766 1.147 -2.144
O14 -7.891 0.336 -3.770
O15 -7.263 1.805 -1.852
H36 -5.274 0.077 -1.368
H37 -4.836 -1.545 -0.833
H38 -5.888 -0.524 0.165
H39 -6.640 -1.601 -2.611
H40 -7.142 -2.324 -1.092
H41 -10.375 0.328 -2.519
H42 -9.988 2.063 -2.689
H43 -9.927 1.297 -1.079
C20 9.320 -1.288 0.713
C21 8.455 -2.434 0.225
O16 8.354 -3.482 1.202
S5 7.354 -3.274 2.433
C22 7.347 -4.947 2.991
O17 6.056 -2.945 1.924
O18 7.995 -2.462 3.420
H44 8.843 -0.759 1.538
H45 9.495 -0.573 -0.092
H46 10.280 -1.658 1.076
H47 7.461 -2.085 -0.065
H48 8.909 -2.882 -0.659
H49 6.912 -5.575 2.217
H50 6.743 -4.991 3.895
H51 8.369 -5.249 3.209

Results
* HOMO-LUMO gap: 10.99 eV
* net charge: 0
* LUMO: 0.404 eV
* HOMO energy: -10.583 eV


The following is a quantum chemistry calculation of a cluster of 5 separate species, C17H29FO10S in total, from the OMol25 dataset.

CARTESIAN COORDINATES (ANGSTROEM)
F1 -0.847 -4.997 -2.023
C1 0.231 -5.707 -1.632
C2 0.792 -6.643 -2.489
C3 1.920 -7.328 -2.064
C4 2.553 -6.965 -0.881
C5 2.062 -5.934 -0.090
C6 0.895 -5.297 -0.512
H1 0.313 -6.931 -3.416
H2 2.325 -8.200 -2.560
H3 3.492 -7.434 -0.611
H4 2.590 -5.525 0.758
H5 0.459 -4.456 0.017
C7 0.454 -1.145 0.799
S1 -0.062 0.463 1.508
O1 0.848 1.463 0.882
C8 -1.606 0.647 0.527
H6 -0.219 -1.930 1.161
H7 1.377 -1.482 1.276
H8 0.558 -1.049 -0.278
H9 -1.307 0.538 -0.519
H10 -2.047 1.638 0.606
H11 -2.390 -0.096 0.680
C9 -0.944 4.624 2.512
O2 0.458 4.830 2.524
C10 0.898 5.986 3.003
O3 0.187 6.928 3.273
O4 2.207 5.931 3.101
C11 2.925 7.038 3.600
H12 -1.405 5.352 1.848
H13 -1.381 4.801 3.496
H14 -1.100 3.591 2.227
H15 2.369 7.971 3.445
H16 3.873 7.108 3.085
H17 2.970 7.007 4.689
C12 -5.317 -1.390 1.074
O5 -4.838 -0.630 -0.017
C13 -4.739 -1.182 -1.223
O6 -5.215 -2.228 -1.568
O7 -4.045 -0.356 -1.993
C14 -3.772 -0.742 -3.329
H18 -6.262 -1.910 0.897
H19 -5.489 -0.626 1.826
H20 -4.670 -2.185 1.449
H21 -3.643 0.135 -3.954
H22 -4.518 -1.436 -3.709
H23 -2.824 -1.288 -3.343
C15 4.055 -0.219 -0.876
O8 3.834 1.180 -0.824
C16 2.754 1.612 -1.417
O9 1.983 0.983 -2.096
O10 2.652 2.935 -1.210
C17 1.341 3.479 -1.228
H24 5.068 -0.463 -0.583
H25 3.804 -0.712 -1.815
H26 3.362 -0.682 -0.166
H27 0.659 2.792 -1.726
H28 1.422 4.370 -1.855
H29 0.951 3.764 -0.256

Results
* HOMO-LUMO gap: 9.47 eV
* net charge: 0
* relative energy (zero: lowest compared OMol25 entry of this formula, charge and spin): 0.000 eV
* LUMO: 0.312 eV
* HOMO energy: -9.157 eV


The following is a quantum chemistry calculation of the ion C4H8ClN2S with charge +1, from the OMol25 dataset.

CARTESIAN COORDINATES (ANGSTROEM)
N1 2.165 1.605 -0.546
C1 1.803 1.081 0.785
C2 1.355 -0.319 0.458
Cl1 2.496 -1.400 -0.249
N2 0.108 -0.591 0.211
C3 -1.057 -1.035 0.213
C4 -2.127 -0.594 -0.728
S1 -3.753 -0.323 0.044
H1 3.091 1.462 -0.916
H2 1.379 1.454 -1.124
H3 2.630 1.003 1.381
H4 0.965 1.769 1.150
H5 -1.464 -1.751 1.102
H6 -1.718 0.328 -1.180
H7 -2.080 -1.313 -1.559
H8 -3.792 -1.376 0.959

Results
* HOMO-LUMO gap: 8.11 eV
* net charge: +1
* relative energy (zero: lowest compared OMol25 entry of this formula, charge and spin): 0.804 eV
* LUMO: -5.196 eV
* HOMO energy: -13.303 eV


The following is a quantum chemistry calculation of a cluster of 9 separate species, C46H93F3O26 in total, from the OMol25 dataset.

CARTESIAN COORDINATES (ANGSTROEM)
C1 0.759 2.094 -1.192
C2 1.523 1.695 -2.427
O1 1.911 0.306 -2.396
C3 1.102 -0.740 -2.583
O2 -0.050 -0.556 -2.916
C4 1.753 -2.107 -2.253
F1 1.418 -3.007 -3.242
F2 3.086 -2.017 -2.082
F3 1.186 -2.574 -1.150
H1 1.480 2.044 -0.376
H2 -0.083 1.463 -0.906
H3 0.377 3.104 -1.339
H4 2.459 2.253 -2.473
H5 0.922 1.889 -3.315
C5 3.575 8.815 -7.371
C6 3.428 8.620 -8.896
C7 4.750 8.885 -9.634
O3 4.989 7.729 -10.443
C8 4.109 6.844 -10.189
O4 4.089 5.725 -10.684
O5 3.256 7.315 -9.213
H6 4.543 8.459 -7.018
H7 2.785 8.237 -6.892
H8 3.505 9.873 -7.117
H9 2.633 9.248 -9.298
H10 5.541 9.122 -8.923
H11 4.554 9.780 -10.226
C9 -4.215 -1.354 4.465
C10 -2.791 -1.542 5.173
C11 -1.601 -2.118 4.337
O6 -0.621 -1.110 4.459
C12 -1.029 -0.107 5.269
O7 -0.425 0.953 5.532
O8 -2.296 -0.259 5.526
H12 -4.301 -0.648 3.639
H13 -4.897 -0.984 5.230
H14 -4.588 -2.296 4.064
H15 -2.868 -2.139 6.082
H16 -1.842 -2.394 3.310
H17 -1.237 -3.000 4.865
C13 -2.238 3.023 -8.322
C14 -2.962 4.321 -8.119
C15 -4.311 4.173 -7.538
O9 -4.448 5.200 -6.474
C16 -3.196 5.672 -6.261
O10 -2.836 6.410 -5.349
O11 -2.372 5.274 -7.286
H18 -1.228 3.205 -8.689
H19 -2.613 2.431 -9.157
H20 -2.072 2.426 -7.426
H21 -3.014 4.881 -9.053
H22 -4.533 3.151 -7.229
H23 -5.043 4.369 -8.322
C17 -5.499 -8.279 13.306
O12 -5.093 -9.486 12.635
C18 -6.152 -10.172 11.914
C19 -6.453 -9.380 10.630
O13 -5.302 -9.290 9.789
C20 -5.331 -8.449 8.609
C21 -4.210 -8.953 7.679
O14 -4.098 -8.226 6.463
C22 -3.246 -8.863 5.501
H24 -5.962 -8.422 14.283
H25 -6.011 -7.512 12.726
H26 -4.539 -7.801 13.500
H27 -7.031 -10.229 12.556
H28 -5.838 -11.194 11.701
H29 -6.774 -8.351 10.794
H30 -7.336 -9.729 10.096
H31 -5.267 -7.376 8.789
H32 -6.264 -8.568 8.057
H33 -4.597 -9.963 7.545
H34 -3.279 -9.081 8.232
H35 -3.300 -8.427 4.504
H36 -3.276 -9.947 5.396
H37 -2.191 -8.802 5.768
C23 -7.563 -2.432 -3.593
O15 -8.573 -2.058 -4.490
C24 -9.672 -2.971 -4.437
C25 -9.423 -4.398 -5.059
O16 -8.507 -5.211 -4.291
C26 -8.227 -6.447 -4.848
C27 -7.409 -7.277 -3.759
O17 -8.123 -7.633 -2.550
C28 -8.180 -6.555 -1.582
H38 -7.852 -2.516 -2.545
H39 -6.906 -1.569 -3.484
H40 -7.062 -3.346 -3.914
H41 -10.483 -2.589 -5.058
H42 -10.028 -3.039 -3.409
H43 -8.997 -4.373 -6.062
H44 -10.386 -4.906 -5.102
H45 -7.661 -6.330 -5.772
H46 -9.151 -6.975 -5.082
H47 -6.511 -6.792 -3.375
H48 -7.109 -8.258 -4.127
H49 -9.088 -5.976 -1.750
H50 -7.291 -5.931 -1.677
H51 -8.177 -6.900 -0.548
C29 12.784 -4.105 4.144
O18 13.408 -3.007 3.543
C30 12.654 -1.801 3.382
C31 11.944 -1.745 2.041
O19 10.857 -0.813 2.060
C32 9.698 -1.090 2.922
C33 8.639 0.034 2.635
O20 9.096 1.295 3.181
C34 8.244 2.404 2.971
H52 13.281 -5.015 3.809
H53 11.760 -4.178 3.777
H54 12.749 -3.972 5.226
H55 13.372 -0.981 3.423
H56 12.015 -1.831 4.265
H57 11.544 -2.723 1.776
H58 12.687 -1.512 1.279
H59 9.880 -1.215 3.989
H60 9.343 -2.041 2.525
H61 7.718 -0.175 3.180
H62 8.435 0.091 1.566
H63 7.401 2.350 3.659
H64 8.001 2.484 1.911
H65 8.782 3.313 3.241
C35 -7.993 6.356 3.598
O21 -8.254 7.296 4.552
C36 -9.602 7.221 4.863
C37 -10.170 8.255 5.790
O22 -9.571 8.214 7.074
C38 -10.115 9.212 7.843
C39 -9.043 9.472 9.036
O23 -9.042 8.324 9.900
C40 -8.338 8.550 11.108
H66 -8.128 5.362 4.024
H67 -6.911 6.451 3.499
H68 -8.527 6.443 2.653
H69 -9.792 6.250 5.322
H70 -10.247 7.270 3.986
H71 -11.243 8.065 5.828
H72 -9.985 9.228 5.336
H73 -11.086 8.994 8.288
H74 -10.181 10.202 7.392
H75 -9.319 10.388 9.559
H76 -8.065 9.651 8.590
H77 -8.737 9.401 11.660
H78 -7.280 8.650 10.868
H79 -8.529 7.668 11.721
C41 14.956 2.334 -9.898
O24 14.268 1.604 -8.871
C42 13.899 0.256 -9.230
C43 13.451 -0.397 -7.849
O25 12.103 0.012 -7.566
C44 11.666 -0.483 -6.320
C45 10.153 -0.271 -6.215
O26 9.330 -0.790 -7.258
C46 8.828 0.140 -8.152
H80 14.293 2.470 -10.753
H81 15.752 1.751 -10.363
H82 15.269 3.354 -9.672
H83 14.809 -0.257 -9.543
H84 13.149 0.263 -10.020
H85 14.155 -0.082 -7.079
H86 13.468 -1.476 -8.004
H87 12.116 0.188 -5.588
H88 11.798 -1.555 -6.178
H89 9.989 0.798 -6.081
H90 9.825 -0.756 -5.295
H91 8.315 -0.374 -8.966
H92 9.603 0.781 -8.573
H93 8.068 0.743 -7.655

Results
* HOMO-LUMO gap: 9.68 eV
* net charge: 0
* relative energy (zero: lowest compared OMol25 entry of this formula, charge and spin): 1.652 eV
* LUMO: 0.337 eV
* HOMO energy: -9.341 eV


The following is a quantum chemistry calculation of a structure of composition C29H52GeN9OPSi3Ti, from the OMol25 dataset.

CARTESIAN COORDINATES (ANGSTROEM)
Ti1 -0.206 0.038 0.823
C1 1.960 1.044 5.730
N1 1.304 1.341 4.491
C2 1.052 2.576 3.980
C3 0.527 2.398 2.735
N2 0.446 1.062 2.457
C4 0.939 0.432 3.542
P1 0.781 -1.355 3.844
C5 -0.936 -1.449 3.266
N3 -1.370 -1.002 2.072
C6 -2.724 -1.173 2.074
C7 -3.114 -1.720 3.257
N4 -1.995 -1.895 4.008
C8 -1.948 -2.385 5.354
C9 1.576 -1.790 2.263
N5 1.308 -1.277 1.043
C10 2.083 -1.993 0.168
C11 2.833 -2.905 0.847
N6 2.514 -2.780 2.161
C12 3.002 -3.563 3.256
H1 1.647 1.764 6.485
H2 3.048 1.089 5.617
H3 1.683 0.038 6.050
H4 1.238 3.472 4.534
H5 0.207 3.159 2.048
H6 -3.334 -0.885 1.238
H7 -4.086 -1.986 3.620
H8 -2.935 -2.743 5.641
H9 -1.648 -1.587 6.037
H10 -1.239 -3.211 5.437
H11 2.030 -1.848 -0.895
H12 3.559 -3.607 0.488
H13 3.789 -4.224 2.904
H14 2.194 -4.168 3.677
H15 3.398 -2.916 4.041
C13 -2.107 3.338 -1.693
C14 -0.665 3.803 -1.619
O1 0.120 2.903 -0.832
C15 1.317 3.539 -0.411
C16 2.281 2.510 0.170
H16 -2.623 3.891 -2.473
H17 -2.606 3.528 -0.747
H18 -2.147 2.269 -1.901
H19 -0.631 4.805 -1.169
H20 -0.210 3.859 -2.622
H21 1.069 4.313 0.327
H22 1.770 4.045 -1.274
H23 1.752 1.550 0.296
H24 2.660 2.830 1.137
H25 3.122 2.363 -0.499
N7 -1.820 1.175 0.552
C17 -2.165 2.039 1.276
C18 -2.538 3.079 2.060
C19 -3.298 2.875 3.216
N8 -3.894 2.667 4.176
C20 -1.973 4.322 1.749
N9 -1.429 5.292 1.449
C21 3.794 0.047 -1.606
Si1 2.230 0.259 -2.725
C22 2.408 -1.062 -4.105
C23 2.365 1.994 -3.515
Ge1 -0.097 0.000 -1.778
Si2 -1.443 0.147 -3.890
C24 -1.031 -1.286 -5.104
C25 -1.121 1.736 -4.911
C26 -3.330 0.083 -3.558
Si3 -0.964 -2.606 -1.081
C27 -0.431 -3.796 -2.500
C28 -0.557 -3.732 0.444
C29 -2.874 -2.370 -1.136
H26 4.473 0.881 -1.760
H27 4.335 -0.855 -1.874
H28 3.579 -0.006 -0.542
H29 3.410 -1.044 -4.522
H30 1.717 -0.878 -4.918
H31 2.228 -2.067 -3.735
H32 3.075 1.987 -4.335
H33 2.707 2.735 -2.803
H34 1.412 2.331 -3.903
H35 -0.637 -0.890 -6.033
H36 -1.920 -1.853 -5.359
H37 -0.302 -1.982 -4.708
H38 -0.131 1.729 -5.357
H39 -1.232 2.644 -4.330
H40 -1.837 1.789 -5.727
H41 -3.700 -0.934 -3.603
H42 -3.864 0.646 -4.315
H43 -3.610 0.498 -2.594
H44 0.638 -3.774 -2.687
H45 -0.941 -3.575 -3.428
H46 -0.689 -4.814 -2.222
H47 0.411 -4.210 0.313
H48 -1.304 -4.521 0.507
H49 -0.551 -3.209 1.397
H50 -3.161 -1.332 -0.988
H51 -3.360 -2.973 -0.374
H52 -3.266 -2.685 -2.098

Results
* HOMO-LUMO gap (alpha / beta): 5.84 / 5.87 eV
* net charge: +1
* relative energy (zero: lowest compared OMol25 entry of this formula, charge and spin): 3.196 eV
* LUMO (alpha / beta): -3.502 / -3.368 eV
* multiplicity: 2
* HOMO energy (alpha / beta): -9.340 / -9.240 eV